C31H44As3BaBrCl2NO4S | ωB97M-V/def2-TZVPD

For the HOMO energy, the calculation gives -10.25 eV. As for the total charge: +1. The value obtained for the total energy is -12188.5632 Eh. The calculation puts the HOMO-LUMO gap at 7.70 eV. The molecular weight comes out at 1039.67 g mol⁻¹. The energy above the lowest of the compared OMol25 structures with the same formula, charge and spin is 289.7 kJ/mol.

Atoms and positions in Å:
Ba  -0.5725  0.0348  -1.3533
Cl  -4.4296  6.4751  -0.2893
C  -3.4597  5.0421  -0.2505
C  -3.1645  4.4545  0.9920
C  -2.3954  3.3256  1.0457
Cl  -2.0802  2.5881  2.5763
C  -1.8433  2.6978  -0.1187
O  -1.1093  1.6553  -0.0414
C  -2.1939  3.3188  -1.3631
C  -1.7504  2.7723  -2.6045
O  -1.0427  1.7672  -2.7650
C  -2.9953  4.4807  -1.4011
H  -3.5520  4.8963  1.8994
H  -2.0934  3.3191  -3.4995
H  -3.2393  4.9178  -2.3619
C  3.5418  0.1109  0.6268
As  1.5812  -0.0874  0.6989
C  1.3614  1.1612  2.1866
C  1.7607  -1.8720  1.5707
C  0.6518  -2.5748  2.3750
C  1.3226  -3.7845  3.0483
C  -0.4761  -3.1285  1.4948
As  -1.6275  -1.8907  0.4745
C  -2.8862  -1.2959  1.8509
C  -2.7876  -3.3113  -0.2289
C  0.1027  -1.6205  3.4443
As  -1.1268  -2.3993  4.8030
C  0.1884  -2.7801  6.2119
C  -1.6646  -0.6490  5.5137
H  3.9487  -0.0162  1.6299
H  3.8127  1.0999  0.2622
H  3.9791  -0.6408  -0.0301
H  2.0008  0.9170  3.0343
H  0.3232  1.2112  2.4991
H  1.6367  2.1451  1.8023
H  2.6277  -1.7753  2.2293
H  2.0671  -2.5256  0.7450
H  1.8092  -4.4217  2.3072
H  0.5865  -4.3875  3.5842
H  2.0803  -3.4507  3.7601
H  -1.1452  -3.7228  2.1230
H  -0.0457  -3.8023  0.7463
H  -2.9391  -2.0294  2.6557
H  -3.8729  -1.1939  1.3996
H  -2.5981  -0.3272  2.2574
H  -3.1464  -3.9285  0.5951
H  -2.2506  -3.9412  -0.9380
H  -3.6485  -2.8733  -0.7341
H  -0.4493  -0.8166  2.9500
H  0.9321  -1.1596  3.9895
H  0.7037  -3.7223  6.0365
H  -0.3331  -2.8575  7.1661
H  0.9240  -1.9774  6.2823
H  -2.3082  -0.1225  4.8087
H  -0.7829  -0.0379  5.7128
H  -2.2164  -0.7816  6.4434
O  -4.7026  -2.9839  -5.4340
C  -3.7683  -2.4548  -4.6413
C  -2.4125  -2.7858  -4.7064
C  -1.5463  -2.1671  -3.8324
N  -1.9340  -1.2873  -2.9070
C  -3.2204  -0.9876  -2.8631
Br  -3.7287  0.2439  -1.5220
C  -4.1811  -1.5168  -3.6952
H  -4.3289  -3.6202  -6.0535
H  -2.0482  -3.5098  -5.4243
H  -0.4819  -2.3767  -3.8557
H  -5.2213  -1.2319  -3.6270
C  5.0667  4.5930  -0.8279
C  4.4627  3.3644  -1.4445
C  3.0742  3.2360  -1.5282
C  2.4921  2.1165  -2.0927
C  3.3058  1.0983  -2.5726
C  4.6839  1.1988  -2.4945
C  5.2566  2.3335  -1.9383
S  2.5895  -0.3942  -3.2682
C  2.1870  0.3107  -4.8881
O  1.2552  -0.5826  -2.5927
H  4.7498  5.4847  -1.3708
H  6.1538  4.5529  -0.8415
H  4.7369  4.7081  0.2056
H  2.4444  4.0333  -1.1506
H  1.4144  2.0339  -2.1669
H  5.3134  0.3948  -2.8591
H  6.3348  2.4037  -1.8711
H  1.5729  1.1976  -4.7418
H  1.6445  -0.4457  -5.4537
H  3.1197  0.5550  -5.3940

Cartesian forces (eV/Å) of the 2 atoms listed first:
Ba 1.72 -1.98 -0.56
Cl -0.04 0.05 -0.01

=====

CH4N2O | ωB97M-V/def2-TZVPD

For the HOMO energy (spin up / spin down), the calculation gives -7.26 / -10.04 eV. The value obtained for the total energy is -224.9932 Eh. The calculation puts the HOMO-LUMO gap (spin up / spin down) at 6.89 / 10.56 eV. The molecular weight comes out at 60.06 g mol⁻¹. The energy above the lowest of the compared OMol25 structures with the same formula, charge and spin is 784.5 kJ/mol.

Atoms and positions in Å:
C  0.1921  -0.2118  -0.0365
N  -1.0355  -0.4580  0.5713
N  -0.8790  0.3261  -0.6308
O  1.1862  -0.9494  -0.3866
H  1.0213  1.9072  1.5846
H  -1.3804  -1.3551  0.3064
H  -1.0164  1.2828  -0.5321
H  1.9117  -0.5419  -0.8763

Cartesian forces (eV/Å) of the 2 atoms listed first:
C 0.86 2.88 2.63
N 0.60 -0.33 1.75

=====

C32H76BN4 | ωB97M-V/def2-TZVPD

For the HOMO energy (spin up / spin down), the calculation gives -20.60 / -20.60 eV. As for the total charge: +4. The value obtained for the total energy is -1507.0730 Eh. The spin multiplicity is 2. The calculation puts the HOMO-LUMO gap (spin up / spin down) at 11.74 / 5.00 eV. The molecular weight comes out at 527.80 g mol⁻¹.

Atoms and positions in Å:
B  -0.1344  -0.1870  -0.2015
H  0.4315  -0.4620  -1.0781
H  -1.1746  -0.0429  -0.4494
H  -0.1081  -1.0247  0.4780
H  0.2416  0.7136  0.2588
C  -5.9214  1.2511  1.0925
C  -4.9162  0.7095  2.1157
C  -3.3606  1.1662  1.9732
N  -2.4736  0.4409  3.0039
C  -2.3229  -1.0983  2.7709
C  -2.9000  0.7563  4.4826
C  -1.6176  0.7112  5.2947
C  -0.6634  1.3584  4.3340
C  -1.0925  1.0942  2.8717
H  -6.4785  2.1308  1.4148
H  -6.6168  0.4813  0.7579
H  -5.3128  1.5409  0.2359
H  -5.0639  -0.3654  2.0114
H  -5.2957  1.0410  3.0823
H  -3.1898  2.1604  2.3859
H  -2.9047  0.9671  1.0034
H  -1.5939  -1.5664  3.4324
H  -2.0020  -1.1607  1.7310
H  -3.3073  -1.5334  2.9430
H  -3.6019  -0.0044  4.8242
H  -3.3254  1.7575  4.5512
H  -1.3926  -0.3528  5.3675
H  -1.5470  1.1089  6.3071
H  0.3660  1.1413  4.6192
H  -0.5956  2.4041  4.6340
H  -0.4234  0.3639  2.4164
H  -1.1907  1.9923  2.2619
C  4.7810  3.0193  2.9485
C  4.6842  3.2555  1.4467
C  3.5616  2.5740  0.7178
N  3.3934  3.1079  -0.7268
C  2.6712  4.4569  -0.7678
C  4.7534  3.2022  -1.4387
C  4.3212  3.1495  -2.9187
C  3.0559  2.3389  -3.0803
C  2.5962  2.0971  -1.6295
H  5.5314  3.7084  3.3357
H  5.1509  2.0086  3.1209
H  3.8174  3.1304  3.4458
H  5.6957  3.0113  1.1223
H  4.5428  4.3324  1.3553
H  2.5871  2.7257  1.1817
H  3.6346  1.5032  0.5274
H  2.2180  4.6703  -1.7359
H  3.2953  5.2694  -0.3955
H  1.8972  4.3372  -0.0098
H  5.1667  4.1698  -1.1542
H  5.2318  2.2977  -1.0631
H  4.0929  4.1924  -3.1385
H  5.1531  2.8389  -3.5508
H  2.2146  2.8748  -3.5197
H  3.1950  1.3932  -3.6043
H  1.5530  2.1810  -1.3248
H  2.8412  1.1171  -1.2200
C  -0.5976  -5.3349  -0.0542
C  0.5229  -4.2918  -0.2706
C  1.9403  -4.7714  0.0942
N  3.0246  -3.5875  0.1149
C  3.1191  -2.9724  -1.2997
C  4.3865  -4.1874  0.5651
C  4.3200  -4.2713  2.0759
C  3.6999  -2.9349  2.4560
C  2.7316  -2.6109  1.2951
H  -1.5389  -4.7910  0.0239
H  -0.4690  -5.9094  0.8632
H  -0.5820  -6.0419  -0.8837
H  0.3719  -3.3456  0.2491
H  0.4934  -4.0539  -1.3339
H  2.4325  -5.4610  -0.5915
H  1.9771  -5.0930  1.1351
H  2.3250  -2.2265  -1.2669
H  3.1034  -3.8418  -1.9570
H  4.0267  -2.3708  -1.2500
H  5.1034  -3.4487  0.2066
H  4.5961  -5.1040  0.0137
H  5.2726  -4.5007  2.5535
H  3.6660  -5.0656  2.4359
H  4.4863  -2.1827  2.5181
H  3.0894  -2.9825  3.3577
H  3.0746  -1.7003  0.8040
H  1.6753  -2.4475  1.5091
C  -3.7187  -3.1839  -2.4819
C  -2.8169  -1.9293  -2.6499
C  -3.6087  -0.8033  -3.3871
N  -2.9077  0.5848  -3.3016
C  -1.4637  0.5624  -3.7870
C  -3.1312  1.2519  -1.9107
C  -4.2613  2.2493  -2.1074
C  -4.0326  2.7812  -3.5329
C  -3.6880  1.4376  -4.3046
H  -4.1405  -3.4407  -3.4536
H  -4.5340  -2.9592  -1.7943
H  -3.2012  -4.0339  -2.0372
H  -1.9027  -2.2394  -3.1559
H  -2.5618  -1.6667  -1.6232
H  -4.5895  -0.6944  -2.9242
H  -3.7411  -0.9618  -4.4573
H  -0.8939  0.1363  -2.9613
H  -1.1253  1.5960  -3.8608
H  -1.3092  -0.0197  -4.6956
H  -2.2241  1.8351  -1.7524
H  -3.1862  0.5263  -1.0992
H  -4.3225  3.1042  -1.4340
H  -5.1984  1.7200  -1.9350
H  -3.2263  3.5008  -3.6748
H  -4.8918  3.2022  -4.0552
H  -3.1158  1.5767  -5.2218
H  -4.6072  0.9404  -4.6143

Cartesian forces (eV/Å) of the 2 atoms listed first:
B 1.22 1.35 -0.60
H 3.80 -1.48 -2.42

=====

C18H15AsIrO6PSSe2 | ωB97M-V/def2-TZVPD

For the HOMO energy (spin up / spin down), the calculation gives -11.80 / -12.57 eV. As for the total charge: +1. The value obtained for the total energy is -9028.5294 Eh. The spin multiplicity is 6. The calculation puts the HOMO-LUMO gap (spin up / spin down) at 7.66 / 6.18 eV. The molecular weight comes out at 815.41 g mol⁻¹. The energy above the lowest of the compared OMol25 structures with the same formula, charge and spin is 0.0 kJ/mol.

Atoms and positions in Å:
Ir  0.7100  0.5578  2.4534
O  -3.2063  0.6110  4.2608
As  -2.3661  0.8146  2.7515
O  -3.1883  0.3264  1.4584
O  -0.9312  -0.1316  3.1548
C  -1.7999  2.6835  2.9386
C  -2.4789  3.3840  3.9346
C  -2.3143  4.7544  4.0891
C  -1.4809  5.4649  3.2414
C  -0.7820  4.7953  2.2523
C  -0.9302  3.4240  2.1094
S  0.1487  2.6759  0.9205
O  -0.3880  1.2741  0.7567
O  0.3049  3.4886  -0.2243
O  1.4503  2.4215  1.6953
H  -4.0168  0.1017  4.1234
H  -3.1607  2.8583  4.5858
H  -2.8607  5.2638  4.8711
H  -1.3704  6.5353  3.3449
H  -0.1205  5.3296  1.5831
Se  2.1729  -0.9354  0.9840
P  4.1781  -1.1007  1.7778
Se  1.9624  0.2036  4.3117
C  5.2494  -1.7250  0.4929
C  6.0577  -0.8588  -0.2459
C  6.8513  -1.3742  -1.2551
C  6.8501  -2.7409  -1.5157
C  6.0553  -3.6015  -0.7713
C  5.2499  -3.0977  0.2380
C  4.8717  0.4061  2.4629
C  4.4983  1.6679  1.9939
C  5.1036  2.7940  2.5291
C  6.0656  2.6637  3.5231
C  6.4311  1.4074  3.9933
C  5.8354  0.2732  3.4672
H  6.0668  0.2023  -0.0329
H  7.4745  -0.7108  -1.8390
H  7.4782  -3.1366  -2.3024
H  6.0640  -4.6637  -0.9729
H  4.6273  -3.7639  0.8220
H  3.7360  1.7657  1.2323
H  4.8243  3.7744  2.1674
H  6.5333  3.5471  3.9365
H  7.1774  1.3126  4.7698
H  6.1167  -0.7079  3.8308

Cartesian forces (eV/Å) of the 2 atoms listed first:
Ir 0.37 0.01 -0.45
O -0.06 0.00 0.06

=====

C2H4ClN3 | ωB97M-V/def2-TZVPD

For the HOMO energy (spin up / spin down), the calculation gives -7.25 / -9.56 eV. The value obtained for the total energy is -702.8687 Eh. The calculation puts the HOMO-LUMO gap (spin up / spin down) at 6.04 / 9.32 eV. The molecular weight comes out at 105.53 g mol⁻¹. The energy above the lowest of the compared OMol25 structures with the same formula, charge and spin is 372.7 kJ/mol.

Atoms and positions in Å:
C  1.9800  0.4215  -0.3121
C  -0.0007  -0.9874  -0.0140
N  -0.8695  -1.8425  -0.0833
N  1.0933  -0.4172  0.1611
N  -1.2353  1.1252  0.0404
Cl  -2.6630  0.2399  -0.1018
H  2.6546  0.8748  0.3664
H  2.0243  0.7099  -1.2816
H  -1.7347  -1.9090  0.4495
H  -1.2490  1.7848  0.7755

Cartesian forces (eV/Å) of the 2 atoms listed first:
C -0.88 -1.04 2.21
C -0.16 -0.20 0.68